C11H31B2CuNO11V2 | ωB97M-V/def2-TZVPD

Its charge is -1. Its spin multiplicity is 3. Its LUMO energy (alpha / beta) is 1.0 / 1.0 eV. The expectation value of S² is 2.086.

The geometry in XYZ format:
```
59
Properties=species:S:1:pos:R:3:forces:R:3:mulliken_charge:R:1
O 18.791570 17.968210 -0.515140 -1.441 -1.980 -1.152 -0.54
V 18.128170 16.598770 -1.028370 -0.598 3.168 3.702 0.64
O 13.544050 16.888450 -0.980200 3.092 -1.877 -1.318 -0.31
V 14.713470 15.779190 -1.272790 -3.186 4.252 2.918 0.53
Cu 15.600790 18.952390 -3.853160 0.501 -1.324 -0.145 0.45
C 16.480430 16.393720 -3.129870 -3.753 -1.511 4.572 2.01
O 17.244520 17.253760 -2.980560 8.552 10.119 -3.391 -0.45
O 15.280470 16.619230 -3.249090 -6.170 1.208 -4.040 -0.61
O 16.683780 15.555090 -2.243290 0.984 -8.693 4.241 -1.37
C 16.176910 16.311980 0.972210 1.474 -5.093 -4.814 1.43
O 15.204070 15.601060 0.855100 -7.799 -5.959 4.460 -0.78
O 17.290390 15.806110 0.850160 9.149 -4.176 4.707 -0.76
O 16.135370 17.058870 0.049100 -1.260 13.384 -9.699 -0.81
B 13.185590 14.171630 -1.582540 -0.545 -0.558 0.351 0.13
H 14.200280 13.828300 -1.453080 4.505 -1.537 0.364 0.03
H 13.131200 15.014780 -2.253640 -0.088 3.199 -2.860 -0.26
H 12.606430 13.365710 -2.005980 -1.878 -2.858 -1.584 -0.19
H 12.822810 14.491430 -0.617990 -1.471 0.964 3.507 -0.09
B 20.204110 15.955360 -1.770880 0.955 -0.053 -0.567 0.60
H 19.906810 15.775540 -0.749350 -1.175 -0.527 4.275 0.05
H 19.351480 16.016090 -2.429340 -3.277 0.001 -2.920 -0.20
H 20.815370 16.832890 -1.914170 2.104 3.217 -0.218 -0.28
H 20.758240 15.067400 -2.033020 1.772 -3.401 -1.087 -0.20
C 17.183250 14.773790 -6.599190 -0.736 -0.080 0.837 -0.49
O 15.760740 14.950970 -6.752990 1.221 -0.448 -0.921 -0.43
C 15.364740 16.313930 -6.872460 -0.395 -0.678 -0.161 0.57
C 13.824650 16.309490 -6.795210 0.419 -0.861 2.125 -0.94
N 13.346670 16.847050 -5.479330 -1.113 0.491 -1.613 -0.07
C 11.919300 16.485670 -5.265730 1.120 0.854 -1.377 -0.79
C 10.944100 17.156210 -6.286180 -1.344 0.313 1.671 -0.74
O 10.990390 18.584510 -6.346330 0.312 0.068 -0.685 -0.30
C 10.090740 19.201510 -7.270410 0.023 -0.963 -0.115 -0.79
H 17.865090 14.958110 -7.429380 -0.555 0.495 -0.658 0.30
H 17.377250 13.733940 -6.336180 -0.349 0.043 0.218 0.25
H 17.484730 15.416660 -5.772190 0.374 -0.013 0.195 0.03
H 15.683110 16.750740 -7.819000 0.286 -0.052 -0.215 0.37
H 15.895520 16.812340 -6.061310 -0.437 0.738 0.192 -0.48
H 13.571460 15.251470 -6.727340 0.101 -0.459 -0.479 0.39
H 13.299630 16.641120 -7.691010 0.120 0.841 0.317 0.35
H 13.911450 16.476480 -4.728460 0.136 -0.230 0.041 -0.01
H 11.728600 16.631940 -4.202550 -0.518 0.440 -0.233 0.50
H 11.722060 15.434630 -5.476660 0.198 -0.545 0.125 0.32
H 9.971030 16.865080 -5.890610 -0.523 0.141 0.604 0.50
H 10.789580 16.673400 -7.251130 1.320 0.136 -0.617 0.45
H 9.141150 19.475220 -6.810560 0.066 0.245 0.327 0.28
H 9.808570 18.538060 -8.087910 0.099 -0.507 -0.071 0.31
H 10.533310 20.045950 -7.798760 0.285 0.219 0.599 0.26
C 19.378820 18.846000 -6.616560 0.469 0.621 0.042 -1.43
C 18.155690 19.700650 -6.441050 -1.690 -0.173 -0.472 0.66
C 17.128230 19.702560 -7.627220 -0.401 0.015 1.054 -1.15
O 17.461250 19.304710 -5.212210 -0.595 -0.149 -0.385 -0.30
H 19.946550 18.964430 -5.693650 0.343 -0.301 -0.016 0.53
H 19.974960 19.292820 -7.412220 0.132 -0.130 -0.082 0.41
H 19.239040 17.786490 -6.831060 -0.398 0.119 0.068 0.21
H 18.422470 20.734640 -6.222430 0.365 0.092 -0.464 0.22
H 17.446090 20.214110 -8.535730 0.398 0.035 0.232 0.41
H 16.226280 20.203890 -7.276150 0.056 0.478 0.084 0.35
H 16.697300 18.745090 -7.919890 0.715 -0.430 0.165 0.12
H 18.113830 18.897070 -4.638130 0.051 -0.325 0.362 0.10
```
Positions in Å, forces in eV/Å.